No. 1
{"formula": "C39H48N3O5S2TaTe", "method": "the ωB97M-V functional and the def2-TZVPD basis", "elements": ["Ta", "C", "C", "C", "O", "C", "O", "O", "H", "H", "H", "H", "H", "H", "H", "O", "S", "C", "C", "C", "C", "H", "H", "H", "H", "H", "H", "H", "H", "C", "C", "N", "C", "N", "C", "C", "C", "N", "C", "H", "H", "H", "H", "H", "H", "H", "H", "H", "H", "H", "H", "H", "Te", "C", "C", "C", "C", "C", "C", "C", "C", "C", "C", "C", "C", "H", "H", "H", "H", "H", "H", "H", "H", "H", "H", "O", "S", "C", "C", "C", "C", "C", "C", "C", "C", "C", "C", "C", "C", "H", "H", "H", "H", "H", "H", "H", "H", "H", "H"], "xyz": [[-0.93210, -0.18550, 0.26624], [-5.28507, 0.68316, 0.91408], [-3.86697, 0.66117, 1.43460], [-3.76733, 0.62191, 2.93908], [-3.13022, -0.52302, 0.82377], [-3.01443, 1.74178, 0.79237], [-3.30926, 2.58820, 0.02714], [-1.66181, 1.39180, 1.01639], [-5.85113, -0.15958, 1.31277], [-5.31931, 0.67541, -0.17535], [-5.77188, 1.59587, 1.25441], [-4.25220, -0.27506, 3.32437], [-4.29366, 1.48342, 3.34952], [-2.73646, 0.66702, 3.27883], [-3.78901, -1.13437, 0.46233], [-1.06843, -2.05668, -0.49834], [-1.92673, -2.84931, -1.58309], [-0.64570, -3.69498, -2.56853], [-0.85096, -5.19534, -2.34973], [-1.30260, -5.36268, -0.90316], [-2.43452, -4.35865, -0.72469], [0.29202, -3.33669, -2.13876], [-0.73276, -3.36057, -3.60055], [0.07665, -5.72546, -2.56400], [-1.60810, -5.57696, -3.03611], [-0.48666, -5.15053, -0.20887], [-1.66135, -6.37037, -0.69810], [-2.70056, -4.08990, 0.29685], [-3.34292, -4.66628, -1.25086], [3.44605, -0.46087, 4.20655], [3.63006, -0.27797, 2.71352], [2.36894, -0.57026, 2.02031], [1.26511, -1.06664, 2.57632], [0.08402, -1.04312, 1.83258], [-0.88834, -2.06229, 2.35038], [-1.12218, -1.84570, 3.83479], [0.17708, -2.06993, 4.57655], [1.31383, -1.58131, 3.79453], [2.63294, -1.71954, 4.44484], [2.92530, 0.39589, 4.63746], [4.41599, -0.53543, 4.69382], [4.39503, -0.95009, 2.32115], [3.90872, 0.74892, 2.46706], [2.39406, -0.51382, 1.01569], [-0.50596, -3.06184, 2.12378], [-1.84406, -1.96103, 1.83483], [-1.88556, -2.52893, 4.20751], [-1.48250, -0.83143, 3.99582], [0.35134, -3.13265, 4.76421], [0.18175, -1.56032, 5.54077], [3.13183, -2.60349, 4.03803], [2.44944, -1.89277, 5.50213], [1.24330, 1.59158, -0.49272], [2.84168, 0.30611, -0.99791], [2.62078, -1.04976, -1.24778], [3.68267, -1.84608, -1.66120], [4.94399, -1.29094, -1.82940], [5.15228, 0.05822, -1.58095], [4.09979, 0.86884, -1.16928], [1.87786, 2.55742, 1.26713], [2.88717, 3.49880, 1.08184], [3.34124, 4.22660, 2.17527], [2.76638, 4.03671, 3.42085], [1.73144, 3.12306, 3.58506], [1.28036, 2.37223, 2.50942], [1.63608, -1.49885, -1.08886], [3.53101, -2.90184, -1.84485], [5.76736, -1.91243, -2.15393], [6.13556, 0.48917, -1.71619], [4.27790, 1.92268, -0.99274], [3.31553, 3.68912, 0.10474], [4.12949, 4.95498, 2.04385], [3.10988, 4.61825, 4.26535], [1.26535, 3.00800, 4.55406], [0.46062, 1.68074, 2.64363], [-1.49223, 0.32382, -1.51161], [-1.96333, 0.75333, -3.01492], [-0.41330, 0.78135, -3.87116], [-0.23058, 1.66420, -4.92988], [0.92754, 1.55246, -5.68914], [1.87298, 0.58035, -5.39629], [1.66517, -0.31040, -4.34949], [0.50659, -0.22969, -3.59470], [-2.52009, 2.38279, -2.95803], [-1.69346, 3.46848, -2.63243], [-2.24672, 4.73031, -2.63315], [-3.59342, 4.90454, -2.96065], [-4.40285, 3.82463, -3.28068], [-3.87366, 2.54367, -3.27069], [-0.96756, 2.41546, -5.17515], [1.08459, 2.23011, -6.51670], [2.76879, 0.50474, -5.99710], [2.39908, -1.07617, -4.13281], [0.32466, -0.94627, -2.79971], [-0.64592, 3.32293, -2.40362], [-1.63697, 5.59025, -2.39374], [-4.00958, 5.90269, -2.97186], [-5.43920, 3.97952, -3.54604], [-4.48765, 1.69109, -3.53106]], "atomic_forces_ev_per_a": [[-0.4123, -0.3239, 0.3040], [0.0678, -0.1123, -0.0335], [-0.1776, 0.0845, -0.2400], [-0.0122, -0.0692, -0.0344], [-0.2312, 0.0129, 0.2339], [0.4536, -0.0241, -0.6835], [-0.0930, 0.0869, 0.6137], [0.0229, -0.0583, 0.0859], [-0.0157, -0.0038, 0.0204], [0.0131, 0.0207, -0.0119], [-0.0075, 0.0273, 0.0046], [0.0095, -0.0022, 0.0107], [-0.0292, 0.0339, 0.0015], [0.0419, 0.0030, 0.0072], [0.0552, 0.0150, -0.0439], [0.0665, -0.1690, 0.0554], [0.0755, 0.1329, 0.0501], [-0.0028, -0.0305, -0.0423], [-0.0007, -0.0170, 0.0086], [0.0176, -0.0132, -0.0010], [-0.0273, -0.0102, -0.0341], [0.0037, -0.0005, 0.0039], [-0.0038, 0.0049, -0.0130], [-0.0088, 0.0103, 0.0070], [0.0039, -0.0017, -0.0012], [-0.0044, 0.0003, -0.0064], [-0.0037, -0.0006, 0.0011], [-0.0012, 0.0012, 0.0309], [-0.0091, -0.0196, -0.0011], [0.0021, -0.0066, 0.0051], [0.0516, 0.0020, 0.0350], [-0.3632, -0.3117, 0.1629], [0.2133, 0.2218, -0.0862], [0.0296, 0.0164, -0.0429], [-0.0168, 0.0359, 0.1116], [0.0519, -0.0584, 0.0095], [-0.1168, -0.0663, -0.0336], [0.1251, 0.1695, -0.2324], [0.0965, 0.0246, -0.0372], [-0.0053, 0.0109, 0.0118], [0.0133, -0.0086, 0.0071], [0.0159, 0.0187, 0.0378], [0.0182, -0.0392, 0.0301], [-0.0688, 0.0517, -0.0655], [-0.0006, 0.0111, 0.0233], [0.0770, -0.0562, 0.0435], [0.0197, -0.0024, -0.0066], [0.0027, 0.0418, 0.0158], [-0.0408, 0.0336, 0.0018], [-0.0240, -0.0117, -0.0197], [0.0013, 0.0178, 0.0246], [0.0304, 0.0251, 0.0097], [-0.1432, 0.0884, -0.1643], [-0.0340, -0.0773, 0.0696], [0.0308, -0.0407, 0.2180], [-0.1577, 0.0077, 0.0714], [0.0326, 0.0146, -0.0191], [0.0083, 0.0792, -0.0121], [0.0749, -0.0513, -0.0283], [0.1534, 0.0433, -0.0185], [0.0028, -0.0280, 0.0495], [0.0222, -0.0056, -0.0939], [-0.0268, -0.0036, 0.0718], [-0.0132, -0.0162, -0.0291], [0.0371, 0.0333, -0.0527], [0.2279, 0.0838, -0.0306], [-0.0052, -0.0176, -0.0001], [0.0162, -0.0080, 0.0019], [-0.0007, -0.0009, 0.0052], [0.0041, -0.0457, -0.0172], [-0.0131, 0.0104, 0.0171], [0.0101, 0.0116, -0.0104], [0.0039, 0.0065, 0.0155], [-0.0182, -0.0109, 0.0306], [-0.0387, -0.0718, 0.0099], [-0.0796, 0.2617, -0.4473], [0.0121, -0.1252, 0.2009], [0.0905, -0.0991, -0.0209], [0.0213, -0.0066, 0.0492], [-0.0199, 0.0275, 0.0005], [-0.0090, 0.0107, -0.0193], [-0.0757, -0.0217, -0.0059], [-0.0330, 0.0205, 0.0080], [0.0907, 0.1113, 0.0761], [-0.0877, -0.0184, -0.0925], [0.0472, -0.0502, 0.0175], [-0.0084, 0.0008, 0.0000], [-0.0092, -0.0528, -0.0067], [0.0321, 0.0562, -0.0113], [-0.0259, 0.0388, 0.0228], [0.0016, 0.0182, -0.0112], [0.0149, 0.0059, -0.0146], [-0.0210, 0.0330, -0.0181], [0.0060, 0.1041, -0.0913], [0.0081, -0.0135, -0.0223], [0.0112, 0.0075, 0.0057], [-0.0138, 0.0275, -0.0022], [-0.0113, -0.0046, 0.0036], [-0.0179, -0.0299, -0.0032]], "mulliken_charge": [1.488, -1.646, 1.899, -1.404, -0.636, -0.885, -0.443, -0.108, 0.467, 0.434, 0.433, 0.395, 0.533, 0.075, 0.227, -0.394, 0.294, -0.068, -0.933, -0.518, -0.690, -0.190, 0.661, 0.400, 0.380, 0.185, 0.506, 0.346, 0.560, -0.637, -0.547, 0.282, 0.073, 0.550, -0.296, -0.465, -0.933, 0.057, -0.781, 0.210, 0.458, 0.476, 0.265, -0.449, 0.434, 0.173, 0.442, 0.012, 0.404, 0.534, 0.287, 0.460, 0.716, 0.680, 0.892, -0.901, -1.000, -0.828, -1.060, 0.755, -0.898, -0.843, -0.734, -0.862, 0.191, 0.051, 0.510, 0.487, 0.505, 0.384, 0.410, 0.479, 0.477, 0.520, 0.484, 0.533, -0.081, 0.842, -0.710, -0.781, -0.900, -0.476, 0.097, 0.803, -0.047, -1.026, -0.504, -0.853, -0.416, 0.547, 0.485, 0.473, 0.569, 0.069, 0.584, 0.490, 0.472, 0.479, 0.555], "de_lowest_kj_mol": 59.9, "e_lumo_ev": -11.56, "charge": 4, "e_homo_ha": -0.68687, "orbital_gap_ev": 7.133}

---

No. 2
{"formula": "C5H15B2NO2", "method": "the ωB97M-V functional and the def2-TZVPD basis", "elements": ["C", "N", "C", "B", "O", "B", "C", "C", "C", "O", "H", "H", "H", "H", "H", "H", "H", "H", "H", "H", "H", "H", "H", "H", "H"], "xyz": [[-1.47009, -0.20975, 1.47046], [-0.20572, -0.66102, 2.03130], [0.02141, -2.08118, 1.78950], [0.92797, 0.20272, 1.69104], [1.93476, 0.37214, 2.64819], [1.17530, 1.01847, 0.24038], [1.31461, 0.35173, -1.17650], [0.44049, 1.07253, -2.22491], [-0.95150, 0.42661, -2.38718], [-2.00587, 1.38779, -2.26738], [-1.65256, -0.58480, 0.45637], [-2.28464, -0.53606, 2.11561], [-1.51568, 0.87734, 1.46553], [-0.59305, -2.70841, 2.43433], [-0.19201, -2.33916, 0.74777], [1.05579, -2.33613, 2.01295], [2.35000, -0.47183, 2.88835], [1.31129, 2.20971, 0.26847], [2.35765, 0.49982, -1.47095], [1.12360, -0.71955, -1.20378], [0.93249, 1.04323, -3.19516], [0.31721, 2.12401, -1.98722], [-1.05141, 0.00570, -3.38130], [-1.05795, -0.34823, -1.63045], [-2.28209, 1.40432, -1.33541]], "atomic_forces_ev_per_a": [[0.0086, -0.1532, 0.2569], [0.2364, 0.1930, -0.7211], [-0.0248, 0.1423, 0.4503], [-0.2450, 0.0305, 0.9355], [0.6576, -0.8010, -1.0215], [-0.1751, 0.4244, 0.0047], [-0.0343, 0.4145, 0.1862], [-0.0795, -0.4690, -0.3831], [0.1908, 0.8589, 0.2240], [-0.1758, -0.2714, 0.6171], [-0.0466, -0.0535, -0.0911], [-0.1853, -0.1267, -0.0606], [0.0657, 0.1428, -0.0591], [-0.1787, -0.0330, 0.0294], [0.0458, -0.1309, -0.1089], [0.1349, -0.0765, -0.0486], [-0.3364, 0.3300, 0.5393], [-0.0309, 0.0330, -0.1457], [0.1934, -0.0494, 0.0643], [0.0421, -0.1660, -0.0235], [0.1395, 0.0178, -0.0829], [-0.0967, 0.1477, 0.1266], [-0.0555, -0.2474, -0.0497], [-0.1738, -0.2686, -0.1015], [0.1236, 0.1118, -0.5370]], "nbo_charge": [-0.409, -0.714, -0.401, 0.824, -0.898, 0.342, -0.779, -0.416, -0.062, -0.720, 0.162, 0.203, 0.201, 0.197, 0.172, 0.190, 0.492, -0.070, 0.255, 0.208, 0.205, 0.222, 0.179, 0.153, 0.464], "e_lumo_ev": 0.18, "charge": 0, "smiles": "CN(C)B(O)BCCCO", "e_homo_ha": -0.31993, "orbital_gap_ev": 8.883}

---

Which formula does entry 1 have? C39H48N3O5S2TaTe

---

The lowest charge belongs to which entry? C5H15B2NO2

---

The highest charge belongs to which entry? C39H48N3O5S2TaTe

---

Repeat the second record exactly.
{"formula": "C5H15B2NO2", "method": "the ωB97M-V functional and the def2-TZVPD basis", "elements": ["C", "N", "C", "B", "O", "B", "C", "C", "C", "O", "H", "H", "H", "H", "H", "H", "H", "H", "H", "H", "H", "H", "H", "H", "H"], "xyz": [[-1.47009, -0.20975, 1.47046], [-0.20572, -0.66102, 2.03130], [0.02141, -2.08118, 1.78950], [0.92797, 0.20272, 1.69104], [1.93476, 0.37214, 2.64819], [1.17530, 1.01847, 0.24038], [1.31461, 0.35173, -1.17650], [0.44049, 1.07253, -2.22491], [-0.95150, 0.42661, -2.38718], [-2.00587, 1.38779, -2.26738], [-1.65256, -0.58480, 0.45637], [-2.28464, -0.53606, 2.11561], [-1.51568, 0.87734, 1.46553], [-0.59305, -2.70841, 2.43433], [-0.19201, -2.33916, 0.74777], [1.05579, -2.33613, 2.01295], [2.35000, -0.47183, 2.88835], [1.31129, 2.20971, 0.26847], [2.35765, 0.49982, -1.47095], [1.12360, -0.71955, -1.20378], [0.93249, 1.04323, -3.19516], [0.31721, 2.12401, -1.98722], [-1.05141, 0.00570, -3.38130], [-1.05795, -0.34823, -1.63045], [-2.28209, 1.40432, -1.33541]], "atomic_forces_ev_per_a": [[0.0086, -0.1532, 0.2569], [0.2364, 0.1930, -0.7211], [-0.0248, 0.1423, 0.4503], [-0.2450, 0.0305, 0.9355], [0.6576, -0.8010, -1.0215], [-0.1751, 0.4244, 0.0047], [-0.0343, 0.4145, 0.1862], [-0.0795, -0.4690, -0.3831], [0.1908, 0.8589, 0.2240], [-0.1758, -0.2714, 0.6171], [-0.0466, -0.0535, -0.0911], [-0.1853, -0.1267, -0.0606], [0.0657, 0.1428, -0.0591], [-0.1787, -0.0330, 0.0294], [0.0458, -0.1309, -0.1089], [0.1349, -0.0765, -0.0486], [-0.3364, 0.3300, 0.5393], [-0.0309, 0.0330, -0.1457], [0.1934, -0.0494, 0.0643], [0.0421, -0.1660, -0.0235], [0.1395, 0.0178, -0.0829], [-0.0967, 0.1477, 0.1266], [-0.0555, -0.2474, -0.0497], [-0.1738, -0.2686, -0.1015], [0.1236, 0.1118, -0.5370]], "nbo_charge": [-0.409, -0.714, -0.401, 0.824, -0.898, 0.342, -0.779, -0.416, -0.062, -0.720, 0.162, 0.203, 0.201, 0.197, 0.172, 0.190, 0.492, -0.070, 0.255, 0.208, 0.205, 0.222, 0.179, 0.153, 0.464], "e_lumo_ev": 0.18, "charge": 0, "smiles": "CN(C)B(O)BCCCO", "e_homo_ha": -0.31993, "orbital_gap_ev": 8.883}